[1]
# C6H10

One molecule with the formula C6H10 (ωB97M-V/def2-TZVPD, OMol25).

* E_tot: -6382.73344 eV
* structure (SMILES): C=CCCC=C
* strongest force on any atom: 0.4 eV/A
* Kohn-Sham gap: 10.3927 eV
* lowest unoccupied orbital energy: 1.20 eV
* total charge: 0

Structure (XYZ):
```
16
C6H10, DFT ωB97M-V/def2-TZVPD
C -0.95 0.94 -1.36
C -0.45 -0.43 1.42
C -1.00 -1.48 0.83
C 0.26 0.41 -1.55
C 1.27 0.18 -0.45
C 0.76 0.37 0.98
H -1.28 1.27 -0.38
H -1.67 1.04 -2.16
H -0.88 -0.09 2.36
H -0.66 -1.88 -0.12
H -1.86 -1.98 1.29
H 0.55 0.07 -2.54
H 2.13 0.86 -0.59
H 1.67 -0.83 -0.58
H 0.55 1.44 1.16
H 1.58 0.13 1.67
```

---

[2]
# C6H10

One molecule with the formula C6H10 (ωB97M-V/def2-TZVPD, OMol25).

* E_tot: -6382.31607 eV
* structure (SMILES): C#CC(C)(C)C
* strongest force on any atom: 0.5 eV/A
* Kohn-Sham gap: 10.8277 eV
* lowest unoccupied orbital energy: 0.94 eV
* total charge: 0

Structure (XYZ):
```
16
C6H10, DFT ωB97M-V/def2-TZVPD
C -1.01 0.93 -0.86
C -0.07 0.07 -0.01
C -0.54 0.15 1.45
C -0.04 -1.34 -0.64
C 1.36 0.45 -0.01
C 2.56 0.42 0.09
H -1.06 1.97 -0.52
H -2.02 0.50 -0.77
H -0.74 0.91 -1.92
H 0.04 -0.49 2.12
H -0.41 1.19 1.80
H -1.60 -0.10 1.56
H -1.03 -1.81 -0.70
H 0.36 -1.24 -1.66
H 0.65 -2.01 -0.10
H 3.62 0.34 0.17
```

---

[3]
# C6H10

A 2-piece molecular cluster, C6H10 overall (ωB97M-V/def2-TZVPD, OMol25).

* E_tot: -6381.02649 eV
* structure (SMILES): C=C1CC1.C=C
* strongest force on any atom: 0.3 eV/A
* Kohn-Sham gap: 10.3478 eV
* lowest unoccupied orbital energy: 1.21 eV
* total charge: 0

Structure (XYZ):
```
16
C6H10, DFT ωB97M-V/def2-TZVPD
C 0.82 -1.02 1.14
C 1.69 -0.40 0.04
C 0.69 0.39 0.77
C 0.16 1.57 1.03
C -1.58 0.51 -1.12
C -1.36 -0.77 -1.38
H 1.27 -1.25 2.11
H 0.07 -1.74 0.81
H 1.47 -0.73 -0.98
H 2.73 -0.19 0.23
H 0.44 2.45 0.45
H -0.61 1.69 1.79
H -1.07 1.31 -1.64
H -2.25 0.83 -0.32
H -0.64 -1.08 -2.14
H -1.84 -1.56 -0.80
```

---

[4]
# C6H10

One molecule with the formula C6H10 in a non-equilibrium geometry (ωB97M-V/def2-TZVPD, OMol25).

* E_tot: -6382.40696 eV
* structure (SMILES): CC1=CCCC1
* strongest force on any atom: 1.3 eV/A
* Kohn-Sham gap: 9.6508 eV
* lowest unoccupied orbital energy: 1.13 eV
* total charge: 0

Structure (XYZ):
```
16
C6H10, DFT ωB97M-V/def2-TZVPD
C -0.51 -1.93 -0.02
C -0.17 -0.61 -0.61
C 1.08 -0.14 -0.70
C 1.12 1.28 -0.18
C -0.03 1.08 0.85
C -1.09 0.51 -0.12
H 0.26 -2.69 -0.20
H -0.49 -1.65 1.07
H -1.51 -2.30 -0.26
H 1.96 -0.77 -0.70
H 2.08 1.58 0.24
H 0.85 2.03 -0.95
H 0.15 0.18 1.49
H -0.28 1.90 1.52
H -1.39 1.23 -0.90
H -1.99 0.14 0.37
```

---

[5]
# C6H10

One molecule with the formula C6H10 (ωB97M-V/def2-TZVPD, OMol25).

* E_tot: -6379.67579 eV
* strongest force on any atom: 0.3 eV/A
* Kohn-Sham gap: 9.3678 eV
* lowest unoccupied orbital energy: 1.10 eV
* total charge: 0

Structure (XYZ):
```
16
C6H10, DFT ωB97M-V/def2-TZVPD
C -0.40 -0.94 1.60
C 0.52 -0.20 0.63
C 0.65 -0.72 -0.83
C 0.33 0.69 -1.35
C -1.21 1.30 -0.64
C 0.06 1.18 0.08
H -0.04 -1.96 1.77
H -0.44 -0.43 2.57
H -1.42 -1.00 1.21
H 1.52 -0.10 1.07
H 1.65 -1.07 -1.09
H -0.07 -1.48 -1.13
H 1.02 1.29 -1.96
H -1.77 0.35 -0.57
H -0.68 0.92 -1.94
H 0.52 2.10 0.45
```

---

[6]
# C6H10

One molecule with the formula C6H10 in a non-equilibrium geometry (ωB97M-V/def2-TZVPD, OMol25).

* E_tot: -6381.74968 eV
* structure (SMILES): C1C[C@H]2CC[C@@H]12
* strongest force on any atom: 2.5 eV/A
* Kohn-Sham gap: 10.1905 eV
* lowest unoccupied orbital energy: 1.25 eV
* total charge: 0

Structure (XYZ):
```
16
C6H10, DFT ωB97M-V/def2-TZVPD
C -0.45 1.27 0.81
C -0.21 -0.11 1.48
C 0.71 -0.58 0.35
C 0.18 -1.25 -0.91
C -0.37 0.08 -1.46
C 0.44 0.81 -0.36
H -1.50 1.45 0.54
H -0.11 2.14 1.38
H 0.33 0.01 2.42
H -1.07 -0.75 1.61
H 1.71 -0.93 0.67
H 1.02 -1.57 -1.55
H -0.50 -2.08 -0.76
H -1.45 0.17 -1.28
H -0.20 0.30 -2.51
H 1.48 1.03 -0.44
```

---

[7]
# C6H10

One molecule with the formula C6H10 in a non-equilibrium geometry (ωB97M-V/def2-TZVPD, OMol25).

* E_tot: -6381.36513 eV
* structure (SMILES): C[C@@]12CC[C@@H]1C2
* strongest force on any atom: 1.2 eV/A
* Kohn-Sham gap: 10.2786 eV
* lowest unoccupied orbital energy: 1.15 eV
* total charge: 0

Structure (XYZ):
```
16
C6H10, DFT ωB97M-V/def2-TZVPD
C 1.91 -0.28 0.51
C 0.47 -0.19 -0.07
C -0.02 1.25 -0.12
C -0.62 0.27 0.85
C -1.67 -0.49 0.03
C -0.62 -0.70 -1.12
H 2.09 0.67 1.04
H 2.70 -0.37 -0.24
H 2.13 -1.04 1.28
H 0.82 1.89 0.04
H -0.72 1.61 -0.87
H -0.60 0.43 1.92
H -1.93 -1.46 0.45
H -2.58 0.09 -0.18
H -0.85 0.00 -1.95
H -0.52 -1.68 -1.57
```

---

[8]
# C6H10

A 3-piece molecular cluster, C6H10 overall (ωB97M-V/def2-TZVPD, OMol25).

* E_tot: -6380.98658 eV
* strongest force on any atom: 0.2 eV/A
* Kohn-Sham gap: 9.7986 eV
* lowest unoccupied orbital energy: 1.28 eV
* total charge: 0

Structure (XYZ):
```
16
C6H10, DFT ωB97M-V/def2-TZVPD
C 0.14 -1.38 0.14
C -1.04 -0.56 0.75
C -0.92 0.91 0.39
C 0.34 1.51 0.37
C 1.38 0.77 -0.21
C 1.05 -0.49 -0.69
H -0.23 -2.21 -0.47
H 0.74 -1.81 0.95
H -1.03 -0.66 1.84
H -2.00 -0.95 0.40
H -1.79 1.52 0.60
H -0.90 0.49 -1.16
H 0.44 2.58 0.50
H 2.29 1.27 -0.53
H 1.75 -1.01 -1.35
H -0.23 0.01 -1.53
```

---

Q: Which formula does entry 3 have?
A: C6H10